[1]
Below is a molecular structure, C23H33BClFeN10O5 in a non-equilibrium geometry, with properties calculated with ωB97M-V/def2-TZVPD.

Structure (ORCA input):
```
! RIJCOSX wB97M-V def2-TZVPD def2/J DEFGRID3
* xyz 0 6
Fe 0.76314 0.18071 -1.00806
Cl -3.45947 1.70763 -3.87358
O -0.80214 0.58752 -2.26181
O 2.79343 5.11608 1.17047
O 1.85952 7.11535 1.53091
O -0.40342 0.08140 -4.45407
O -5.71788 2.40433 1.09702
N 2.58906 -2.14523 -0.84802
N 2.18020 6.11914 0.92216
N 3.23721 -0.10128 0.61026
N 5.85048 -2.05287 -1.14779
N 1.22781 -1.84056 -0.92625
N 4.96750 -1.62082 -0.22895
N 1.95736 0.69200 0.40813
N -0.59652 -0.12158 0.76693
N 3.75386 -0.07021 -1.84133
N 2.49745 0.52842 -2.15330
C 5.35544 -2.12153 1.07145
C 1.63730 -3.60714 -2.31509
C -2.67643 0.12812 -3.79486
C 6.47806 -2.94044 0.88340
C 6.72523 -2.90083 -0.47475
C -1.15252 0.30123 -3.48165
C 2.79113 -3.25443 -1.60049
C 4.42701 -0.30623 -2.99071
C -7.86001 1.73231 1.72322
C 3.62966 0.18719 -4.05527
C -0.46868 -1.35949 3.94657
C -0.67102 -2.99568 1.95803
C -4.72155 3.33897 0.43458
C -1.08013 -0.73448 1.63311
C 3.96071 0.52278 1.51660
C 0.68711 -2.75470 -1.76358
C -5.08969 3.78373 -0.92142
C 3.36043 1.72155 1.89819
C -7.07238 2.84363 1.24824
C 2.10047 1.76996 1.17979
C 2.39689 0.67606 -3.48386
C -2.71144 -2.12865 3.03419
C -1.25901 -1.76734 2.68612
B 3.66521 -1.01854 -0.60800
H -8.90768 1.95719 1.88569
H -3.81170 2.69256 0.20247
H 5.48210 -0.53808 -2.96185
H 1.47874 -4.37163 -3.01677
H -2.90740 -0.48135 -4.71764
H -2.94924 -3.17785 3.37031
H -5.98199 4.43760 -1.06922
H -3.14216 -0.49522 -2.96299
H -3.04613 -1.39866 3.83884
H -7.08571 3.73939 1.95208
H 0.57345 -1.13977 3.69057
H -7.87154 0.89742 1.00192
H 0.31540 -2.71928 1.53440
H -5.31142 2.85129 -1.58136
H -1.44036 -3.29019 1.21153
H -4.51371 4.15956 1.16588
H 3.75048 -3.71935 -1.79179
H 3.94932 0.13470 -5.11178
H -4.18383 4.32184 -1.37092
H -7.34981 3.19342 0.24962
H 1.36428 2.51445 1.36651
H -0.94952 -0.52620 4.53173
H 4.85688 -1.88449 1.99193
H -7.45300 1.26408 2.71576
H 1.57551 1.17455 -4.00766
H -0.34800 -2.68437 -1.92243
H -0.56902 -3.93978 2.52217
H 7.52091 -3.33395 -1.05811
H -3.39897 -2.01511 2.18199
H 4.90020 0.06823 1.82960
H 6.88479 -3.65581 1.62282
H 3.71873 2.48309 2.59227
H -0.29899 -2.21437 4.62793
*
```

Properties
* LUMO energy (spin up / spin down): -0.25 / -1.93 eV
* relative energy (zero: lowest compared OMol25 entry of this formula, charge and spin): 26.1 kcal/mol
* highest occupied orbital energy (spin up / spin down): -8.63 / -8.23 eV
* gap between HOMO and LUMO (spin up / spin down): 8.38 / 6.30 eV

[2]
Below is a molecular structure, C23H33F8NO9P2SSn in a non-equilibrium geometry, with properties calculated with ωB97M-V/def2-TZVPD.

Structure (ORCA input):
```
! RIJCOSX wB97M-V def2-TZVPD def2/J DEFGRID3
* xyz 2 1
Sn -6.14991 -3.57561 0.68548
S 1.10140 4.81176 1.11233
P -0.45706 3.95814 -3.42848
P 1.83858 3.01243 0.69224
F -1.59348 0.56953 4.47139
F -3.28226 2.41154 4.60695
F 0.29457 2.90089 3.58524
F -1.63509 4.22480 3.30485
F 1.76611 2.53740 -2.85060
F -1.16315 2.57683 5.64767
F -1.83806 3.56841 0.89471
F -2.86815 1.73084 1.80832
O -0.08122 2.56237 -1.15959
O -0.99400 3.46186 -5.04228
O 1.14583 0.60453 -0.71451
O -1.46625 0.55449 -0.00448
O 2.74570 2.34797 2.06830
O 0.88287 5.06942 -3.77901
O -0.29156 1.27105 -3.27278
O 3.15208 3.49714 -0.41167
O -2.60988 -2.73969 1.74683
N -2.81123 -0.88190 -1.14462
C 0.30683 0.26025 1.93302
C -5.30530 -1.36186 -0.78399
C -1.10624 2.81055 3.16366
C 4.25284 -1.81775 -0.37207
C -2.56634 -2.86697 3.23680
C -1.86665 2.01949 4.42655
C -1.47635 2.32973 1.68494
C 2.55753 0.35961 -0.59485
C 5.48608 -0.77509 -0.10358
C -0.49943 -1.79650 -2.07382
C -0.20311 -1.92649 -3.46549
C 3.53045 -0.95237 -2.76707
C 0.61184 1.82455 -0.11682
C -3.73197 -1.85688 -1.07948
C -1.85821 -0.82001 0.08213
C 3.64791 -2.54885 0.96396
C -0.59150 1.22008 0.90046
C 0.33328 2.41050 -2.51800
C 1.00041 -0.60684 2.81906
C -3.57062 -3.46988 -1.32614
C -0.70906 -1.93562 -0.41744
C 2.97351 -1.14683 -1.20811
C -2.65349 -1.30586 1.44209
H 2.11014 -1.92665 -1.12785
H 0.58202 5.75307 -4.47202
H -2.50121 -3.76047 -1.73247
H 2.48688 -2.28169 1.02670
H 5.32123 -0.33416 0.99326
H -1.03647 -3.04460 -0.25516
H -4.34349 -3.87463 -2.13936
H 3.49990 -1.97475 -3.36704
H 4.14221 -2.23161 1.97570
H 0.32759 1.04818 -4.03256
H 4.65380 -0.58299 -2.76435
H 0.32428 -1.79986 0.10265
H -3.38134 -2.15809 3.74367
H -5.93562 -1.25941 -1.76931
H 2.74471 4.18005 -1.03758
H 5.58059 0.09823 -0.87586
H -3.73645 -4.07585 -0.31432
H -3.78227 -0.91523 1.49835
H 3.67108 -3.72597 0.77409
H 4.67838 -2.68808 -1.06475
H 6.47653 -1.43365 -0.00989
H 2.92039 -0.09695 -3.33171
H 1.73853 -0.99881 3.66340
H -5.33641 -0.38690 -0.10619
H -2.17497 -0.79323 2.41104
H -1.47367 -2.58697 3.59364
H -1.99252 3.31647 -4.91311
H 2.76364 3.04201 2.81552
H -5.79082 -2.22365 -0.12067
H 3.19011 1.08412 -1.30334
H 2.99673 0.31459 0.50680
H -2.81670 -3.95335 3.60132
H -0.15510 -2.25034 -4.61072
*
```

Properties
* LUMO energy: -10.77 eV
* highest occupied orbital energy: -12.34 eV
* gap between HOMO and LUMO: 1.57 eV

[3]
Below is a molecular structure, C23H33N3O3S3Ti, with properties calculated with ωB97M-V/def2-TZVPD.

Structure (ORCA input):
```
! RIJCOSX wB97M-V def2-TZVPD def2/J DEFGRID3
* xyz 0 3
Ti -1.20767 0.13681 0.54085
S 1.59570 -0.89773 -0.71899
S -5.76345 1.32778 0.63279
S -0.56812 4.84014 -0.50670
O -1.40467 -0.32615 -1.25088
O 0.96607 -0.10337 0.40823
O -0.84630 0.55222 2.58932
N -0.36830 -0.19883 4.63913
N -3.25701 0.90879 0.76485
N -0.96499 2.40320 0.15970
C 1.41459 3.06826 0.34493
C -0.02776 3.29364 0.02898
C 6.04687 -0.92255 0.27694
C -3.38330 2.15547 0.14771
C 7.51074 -0.95766 0.61866
C 1.62267 0.24282 -2.11101
C -0.32816 -1.77162 2.74507
C -1.25753 -2.07734 -2.85629
C -2.20308 4.27680 -0.48625
C 5.56393 -1.56975 -0.85981
C 5.14125 -0.26520 1.10297
C -1.12101 -1.92136 1.44467
C -2.30700 0.14647 -3.39447
C -4.71843 2.53025 -0.04431
C -0.54329 -0.40315 3.32567
C 4.21305 -1.56521 -1.16164
C 3.78498 -0.24337 0.81269
C -3.44484 -1.43490 -1.82189
C 3.33419 -0.88850 -0.32576
C -2.09767 -0.92014 -2.32289
C -4.57120 -0.94109 1.75127
C -4.40315 0.38065 1.08179
C -2.23235 2.93194 -0.10176
H -2.84875 -0.25401 -4.25401
H -0.57460 -2.59213 0.77209
H -4.04365 -0.60430 -1.44499
H -0.55182 0.71535 5.01797
H -2.06844 -2.42461 1.65982
H 3.85354 -2.08690 -2.04084
H 7.71046 -1.71163 1.38256
H -1.34512 0.52765 -3.74464
H -1.03955 -2.78087 -2.05093
H 7.84741 0.00256 1.00894
H -0.31217 -1.71074 -3.26395
H 1.70507 3.66049 1.21566
H 1.98556 -0.27890 -2.99584
H -4.73319 -1.73239 1.01613
H -3.67446 -1.18504 2.31576
H -3.03794 4.92565 -0.67751
H 1.58444 2.01896 0.56354
H 5.50212 0.24268 1.98950
H 3.07790 0.26991 1.45044
H 0.57759 0.52256 -2.24707
H -5.10099 3.42963 -0.49033
H -3.28772 -2.15054 -1.01176
H 2.24416 1.10362 -1.87678
H 2.05176 3.37808 -0.48645
H -4.00238 -1.92756 -2.62140
H 0.75040 -1.80823 2.54623
H -5.42716 -0.92368 2.42580
H 6.25474 -2.08759 -1.51351
H -0.51330 -2.52107 3.52646
H -2.87272 0.98080 -2.97700
H 8.11383 -1.20183 -0.25464
H -0.21946 -0.97281 5.26025
H -1.78035 -2.61044 -3.65308
*
```

Properties
* LUMO energy (spin up / spin down): 0.27 / 0.27 eV
* relative energy (zero: lowest compared OMol25 entry of this formula, charge and spin): 5.2 kcal/mol
* highest occupied orbital energy (spin up / spin down): -3.40 / -6.53 eV
* gap between HOMO and LUMO (spin up / spin down): 3.66 / 6.80 eV